# 1
ORCA calculation (wB97M-V/def2-TZVPD) on a cluster of 9 separate species, C32H86O26P4 in total in a non-equilibrium geometry.

Calculated values
Gap between HOMO and LUMO: 9.2 eV
HOMO level: -0.331 Ha
LUMO energy: 0.188 eV

XYZ file:
```
148
Properties=species:S:1:pos:R:3:mulliken_charge:R:1
C -0.54 0.48 7.51 -0.797
O -0.30 1.24 6.31 -0.170
P 1.12 1.10 5.64 0.448
O 2.26 1.28 6.54 -0.812
O 1.06 -0.34 5.00 -0.251
C 2.20 -0.80 4.26 0.129
O 1.01 2.01 4.36 0.611
C 0.43 3.32 4.35 -0.947
H -0.14 -0.52 7.42 0.307
H -1.62 0.41 7.63 0.243
H -0.11 1.00 8.36 0.281
H 2.95 0.00 4.22 -0.159
H 1.89 -0.95 3.23 -0.246
H 2.67 -1.68 4.69 0.436
H 0.24 3.71 5.35 0.413
H -0.51 3.18 3.81 0.344
H 1.05 4.05 3.82 0.184
C 3.18 3.18 0.67 -0.384
O 3.64 1.91 1.13 0.999
P 5.07 1.78 1.81 0.445
O 5.28 0.45 2.39 -0.687
O 5.21 2.97 2.83 -0.434
C 4.48 2.86 4.07 -0.126
O 6.09 2.22 0.70 -0.439
C 6.36 1.29 -0.35 -0.558
H 2.22 3.38 1.15 -0.202
H 3.05 3.15 -0.41 -0.064
H 3.87 3.99 0.92 0.544
H 5.18 2.96 4.89 0.315
H 3.97 1.91 4.18 -0.233
H 3.77 3.69 4.15 0.226
H 6.04 0.28 -0.08 0.298
H 7.43 1.30 -0.56 0.299
H 5.82 1.60 -1.25 0.089
C 2.65 4.30 -5.89 -0.688
O 2.78 2.89 -6.08 -0.417
P 1.84 1.86 -5.34 0.666
O 0.41 1.93 -5.65 -0.744
O 2.20 2.02 -3.81 0.378
C 3.54 1.78 -3.36 -0.703
O 2.50 0.50 -5.71 -0.251
C 2.28 -0.05 -7.02 -0.820
H 1.75 4.57 -5.34 0.271
H 2.65 4.76 -6.88 0.275
H 3.53 4.69 -5.37 0.261
H 3.52 0.98 -2.63 0.060
H 3.93 2.69 -2.89 0.288
H 4.21 1.53 -4.18 0.553
H 3.16 0.12 -7.64 0.251
H 1.41 0.40 -7.49 0.394
H 2.12 -1.12 -6.91 0.213
C 3.07 -1.34 0.62 -0.723
O 1.71 -1.15 1.01 -0.222
P 0.70 -0.57 -0.05 -0.626
O 0.46 -1.49 -1.16 1.004
O -0.60 -0.31 0.78 0.312
C -0.65 0.63 1.83 -0.293
O 1.25 0.85 -0.44 0.421
C 0.51 1.64 -1.36 -0.709
H 3.44 -0.53 -0.02 -0.051
H 3.26 -2.29 0.11 0.271
H 3.66 -1.30 1.54 0.422
H -0.82 1.64 1.45 -0.158
H 0.30 0.78 2.35 -0.284
H -1.37 0.31 2.58 0.426
H 0.11 1.12 -2.22 -0.036
H 1.06 2.56 -1.55 0.240
H -0.38 2.06 -0.85 -0.090
C -3.22 -1.91 -1.85 -0.331
O -3.97 -0.73 -2.07 -0.569
C -3.04 0.30 -2.34 0.201
C -3.70 1.66 -2.33 -0.848
O -2.74 2.70 -2.35 -0.192
C -2.03 2.81 -3.54 -0.706
H -2.52 -2.05 -2.68 0.318
H -3.90 -2.77 -1.88 0.363
H -2.73 -1.88 -0.87 -0.136
H -2.63 0.14 -3.35 0.417
H -2.26 0.24 -1.56 0.075
H -4.34 1.82 -1.46 0.189
H -4.35 1.77 -3.21 0.363
H -2.58 3.09 -4.45 0.337
H -1.52 1.88 -3.83 0.225
H -1.21 3.52 -3.47 0.215
C -0.25 5.18 0.47 -0.824
O -0.97 4.43 1.41 0.008
C -2.34 4.39 1.09 -0.373
C -3.06 3.63 2.17 0.710
O -2.81 4.17 3.43 -0.236
C -3.85 5.00 3.91 -0.865
H -0.56 6.23 0.46 0.338
H -0.31 4.74 -0.54 0.242
H 0.81 5.17 0.73 0.216
H -2.54 4.00 0.08 0.100
H -2.74 5.42 1.11 0.445
H -2.70 2.59 2.17 -1.091
H -4.13 3.53 1.96 0.667
H -3.48 5.51 4.80 0.218
H -4.69 4.38 4.25 0.319
H -4.18 5.71 3.15 0.318
C -0.79 -4.17 -3.97 -0.065
O -0.04 -3.37 -4.85 -0.544
C 0.81 -2.43 -4.18 0.909
C 1.98 -3.06 -3.49 0.294
O 2.85 -3.74 -4.36 -0.505
C 2.52 -5.09 -4.63 -0.597
H -0.25 -5.07 -3.64 0.152
H -1.68 -4.50 -4.50 0.410
H -1.08 -3.63 -3.06 -0.305
H 0.21 -1.78 -3.55 -0.108
H 1.21 -1.83 -5.00 -0.511
H 1.67 -3.74 -2.67 0.004
H 2.53 -2.26 -2.99 0.136
H 1.72 -5.14 -5.37 0.266
H 2.24 -5.65 -3.73 0.171
H 3.40 -5.53 -5.10 0.285
C -0.83 -4.35 -0.31 0.016
O -1.20 -5.62 -0.83 -0.477
C -0.19 -6.57 -0.70 -0.074
C 0.02 -7.16 0.68 -0.712
O -1.08 -7.83 1.25 -0.421
C -2.10 -6.98 1.74 -0.531
H 0.14 -4.06 -0.69 0.270
H -0.94 -4.35 0.78 0.226
H -1.57 -3.64 -0.68 -0.408
H 0.80 -6.18 -1.01 0.078
H -0.38 -7.40 -1.39 0.418
H 0.44 -6.46 1.42 0.320
H 0.80 -7.93 0.59 0.410
H -1.70 -6.25 2.45 0.222
H -2.84 -7.58 2.27 0.351
H -2.59 -6.44 0.93 0.192
C -2.61 -2.53 2.43 -0.488
O -3.39 -1.41 2.87 -0.505
C -4.09 -0.84 1.82 0.467
C -4.95 0.30 2.35 -0.473
O -5.86 -0.06 3.36 -0.398
C -6.82 -1.00 2.95 -0.669
H -3.27 -3.29 2.02 0.418
H -2.08 -2.87 3.32 0.432
H -1.90 -2.19 1.68 -0.133
H -4.70 -1.56 1.26 0.614
H -3.41 -0.39 1.07 -0.409
H -5.44 0.85 1.53 0.379
H -4.26 1.01 2.81 -0.038
H -7.43 -1.25 3.82 0.287
H -6.40 -1.95 2.61 0.239
H -7.46 -0.60 2.15 0.298
```



# 2
ORCA calculation (wB97M-V/def2-TZVPD) on a structure of composition C5H6IrO4 in a non-equilibrium geometry.

Calculated values
Gap between HOMO and LUMO (spin up / spin down): 7.5 / 6.7 eV
HOMO level (spin up / spin down): -0.811 / -0.874 Ha
Multiplicity: 5
Total charge: +3
LUMO energy (spin up / spin down): -14.598 / -17.131 eV

XYZ file:
```
16
Properties=species:S:1:pos:R:3:mulliken_spin:R:1
O 2.24 0.14 0.54 0.120
C 2.32 -1.03 0.21 0.012
C 2.06 -1.33 -1.28 0.009
O 1.77 -0.38 -1.98 0.131
Ir 1.69 1.39 -0.93 2.546
H 2.50 -1.85 0.92 0.005
H 2.06 -2.36 -1.65 0.002
C -2.09 0.10 2.16 0.402
C -1.96 0.50 0.91 0.436
O -0.66 0.70 0.41 0.100
C -0.36 1.02 -0.81 0.131
O -1.38 1.17 -1.58 0.041
H -1.22 -0.09 2.80 0.025
H -2.77 0.70 0.21 0.010
H -3.09 -0.06 2.56 0.025
H -1.12 1.38 -2.49 0.004
```



# 3
ORCA calculation (wB97M-V/def2-TZVPD) on a cluster of 2 separate species, C10H18NOS in total in a non-equilibrium geometry.

Calculated values
Gap between HOMO and LUMO: 9.0 eV
HOMO level: -0.481 Ha
Total charge: +1
LUMO energy: -4.035 eV

XYZ file:
```
31
Properties=species:S:1:pos:R:3:nbo_charge:R:1
C 3.69 -0.57 1.19 -0.095
C 4.36 -0.94 0.07 -0.247
C 2.59 0.22 1.15 -0.245
C 4.04 -0.39 -1.16 0.071
C 2.25 0.75 -0.12 0.215
C -3.66 1.67 0.06 -0.607
C -4.02 0.18 -0.07 -0.413
C -2.87 -0.68 0.37 -0.375
C -1.62 -0.76 -0.55 -0.450
C -0.35 -1.07 0.22 -0.063
N 3.11 0.61 -1.15 -0.499
O 0.80 -0.92 -0.58 -0.768
S 1.08 2.01 -0.49 0.127
H 4.09 -0.96 2.11 0.249
H 5.18 -1.66 0.20 0.259
H 1.95 0.59 1.87 0.241
H 4.65 -0.65 -1.99 0.251
H -3.25 1.94 1.17 0.187
H -2.91 2.06 -0.55 0.199
H -4.70 2.18 0.01 0.232
H -4.15 0.05 -1.09 0.205
H -4.82 -0.12 0.59 0.222
H -2.53 -0.30 1.44 0.179
H -3.30 -1.64 0.67 0.214
H -1.53 0.36 -0.86 0.201
H -1.84 -1.31 -1.42 0.218
H -0.15 -2.18 0.60 0.190
H -0.35 -0.44 1.15 0.184
H 2.79 1.04 -2.14 0.450
H 0.68 -1.19 -1.59 0.499
H 0.79 2.08 0.88 0.168
```



# 4
ORCA calculation (wB97M-V/def2-TZVPD) on the molecule C4H4BrClO in a non-equilibrium geometry.

Calculated values
Gap between HOMO and LUMO: 10.4 eV
HOMO level: -0.376 Ha
LUMO energy: 0.184 eV

XYZ file:
```
11
Properties=species:S:1:pos:R:3:nbo_charge:R:1
C 1.74 -0.26 0.02 -0.366
C 0.48 -0.69 0.33 -0.239
C -0.74 -0.35 -0.49 -0.397
Br -2.19 -1.63 -0.18 0.042
C -1.16 0.98 0.20 0.565
O -2.09 1.11 0.85 -0.461
Cl -0.09 2.37 -0.19 -0.085
H 2.61 -0.24 0.69 0.222
H 1.87 0.46 -0.85 0.208
H 0.14 -1.40 1.19 0.239
H -0.57 -0.34 -1.58 0.271
```



# 5
ORCA calculation (wB97M-V/def2-TZVPD) on a structure of composition C5H11NO2 in a non-equilibrium geometry.

Calculated values
Gap between HOMO and LUMO: 8.7 eV
HOMO level: -0.295 Ha
LUMO energy: 0.718 eV

XYZ file:
```
19
Properties=species:S:1:pos:R:3:nbo_charge:R:1
C 1.40 -0.97 -0.42 0.398
C -1.68 1.68 0.74 -0.691
C -1.23 -1.22 -1.27 -0.633
C -0.70 0.69 0.28 0.326
C -0.41 -0.31 -0.42 -0.179
N 2.29 0.01 -0.20 -0.941
O 1.30 -1.93 0.58 -0.718
O 0.83 1.45 1.21 -0.868
H 1.94 -1.68 1.26 0.484
H 0.81 0.97 2.05 0.469
H 1.34 -1.44 -1.40 0.153
H 2.53 0.49 -1.06 0.361
H 1.69 0.87 0.62 0.462
H -1.35 2.69 0.53 0.245
H -2.63 1.50 0.21 0.236
H -1.86 1.60 1.81 0.229
H -0.86 -1.21 -2.31 0.222
H -1.13 -2.25 -0.91 0.236
H -2.29 -0.95 -1.28 0.209
```



Computed values of relative energy (zero: lowest compared OMol25 entry of this formula, charge and spin) (unit: kcal per mole) for the preceding records, in sequence: 0.0; 0.0; 18.7; 2.7; 109.4.